Record 1
Computed, not measured: 2 unconnected molecules or ions with the total composition C7H17NO at a distorted geometry, with ωB97M-V/def2-TZVPD.

```
26
Properties=species:S:1:pos:R:3:forces:R:3
C -0.43388 -0.68212 -0.54982 -0.7 2.4 -0.5
H -1.11852 -0.16865 -1.24483 1.1 0.6 -0.2
H -1.00477 -1.89268 0.76768 1.1 -2.7 4.3
H 0.90705 -1.81400 -3.42570 0.9 -1.3 -0.1
C 2.10022 -0.81267 0.72352 -1.2 -2.6 -0.8
H -1.80651 3.72658 2.43373 -1.6 0.7 0.2
H -1.68834 2.23714 0.45143 0.6 0.3 0.7
H 1.38061 -1.28707 1.36915 -0.1 0.1 0.6
O 2.92398 -1.89598 -1.19783 0.6 -1.5 -0.8
C 0.19731 -1.77224 -2.62843 -0.6 -0.4 0.7
H -0.50295 -2.76983 -2.33782 2.7 2.7 -1.1
H -0.32709 3.30339 3.00768 1.0 -0.7 1.2
H 0.07195 2.50594 0.42383 -0.1 0.4 -0.3
H 1.83046 0.14192 0.46313 -0.6 2.7 0.1
C 1.95359 -1.45695 -0.65358 1.4 1.7 0.0
H 3.08627 -0.86274 1.07992 1.2 -0.3 0.3
C -0.82632 3.55024 2.12058 1.1 0.3 -1.8
H -0.30496 0.06589 0.39554 0.4 -2.1 -2.6
N 0.83475 -1.10762 -1.40858 -5.6 -0.5 1.3
C -1.33055 -1.86240 -0.16491 -4.0 -0.1 -3.5
H -0.44885 -0.99842 -3.06905 -0.3 -0.3 0.7
H -1.38314 -2.64671 -0.97320 0.8 0.2 1.9
C -0.78790 2.40259 1.08922 1.1 -1.6 0.5
H -0.47171 1.39958 1.59694 -1.1 1.5 -0.4
H -0.29865 4.47815 1.77338 -0.9 -0.8 0.0
H -2.55202 -1.78133 -0.04200 3.1 1.1 -0.5
```
Forces are in eV/Å.

* lowest unoccupied orbital energy (spin up / spin down): -3.5 / -8.6 eV
* charge: +1
* orbital gap (spin up / spin down): 0.40669 / 0.22009 hartree
* multiplicity: 2

=====

Record 2
Computed, not measured: a molecular structure, C7H17NO2 at a distorted geometry, with ωB97M-V/def2-TZVPD.

```
27
Properties=species:S:1:pos:R:3:forces:R:3
C -0.87051 -0.80856 -1.59524 -2.0 -0.3 0.6
H 3.02484 -0.93219 -1.09307 0.0 0.0 0.1
H -0.87231 -1.84610 -1.26443 0.1 -0.1 -0.2
H -1.41428 2.01127 -0.57292 0.0 0.0 0.0
O -0.08633 0.10545 0.82964 0.0 0.2 0.9
C 0.99986 0.38441 -0.01491 -1.1 -1.1 -1.7
H -1.59914 -1.82973 1.34622 0.0 0.0 0.0
C -2.18028 -0.94138 1.10588 0.0 -0.1 -0.3
H 0.39602 -0.24558 -1.03432 1.9 1.4 1.9
H -2.37086 1.85496 0.90287 0.0 -0.1 0.0
H 1.07392 -1.71893 1.40689 0.1 0.0 0.0
H 2.25355 1.94549 -0.73978 0.0 0.0 0.0
N 1.96078 -1.66115 0.92223 0.0 0.1 -0.1
H -2.56992 -0.51776 2.03773 0.1 0.1 -0.1
C -2.04517 1.33627 -0.00542 0.0 0.0 0.0
H 2.66819 0.30834 1.37621 -0.1 0.0 -0.1
H -2.93713 1.11308 -0.59153 0.0 0.0 0.0
C -1.34510 0.05102 0.35152 1.1 -0.2 -1.6
H 2.69270 -2.03846 1.51227 -0.1 0.0 0.0
H -0.30369 -0.72012 -2.52565 0.5 0.2 0.2
H -1.87154 -0.55716 -1.94323 -0.3 -0.1 0.2
H 1.10890 2.48424 0.49990 0.0 0.0 0.0
H 0.55693 2.18791 -1.15376 0.0 0.0 0.0
H -3.03539 -1.23487 0.49415 0.0 0.0 0.0
C 2.25192 -0.29097 0.55059 0.0 -0.1 -0.1
C 1.23337 1.83942 -0.37447 -0.1 -0.1 0.1
O 3.28067 -0.27892 -0.42738 -0.1 0.0 0.1
```
Forces are in eV/Å.

* lowest unoccupied orbital energy: 0.7 eV
* orbital gap: 0.32578 hartree

=====

Record 3
Computed, not measured: 2 unconnected molecules or ions with the total composition C7H17NOS at a distorted geometry, with ωB97M-V/def2-TZVPD.

```
27
Properties=species:S:1:pos:R:3:forces:R:3
C -1.71590 -0.66466 0.74704 1.7 -0.2 1.6
H -3.30247 0.36272 1.82347 1.0 0.6 -0.8
N 2.93747 1.19671 -0.61339 -1.5 -1.0 2.2
C 4.44927 0.33571 1.20607 -0.6 -0.2 2.0
H 1.95667 1.45392 -0.75147 0.6 -0.3 -0.3
H 4.88772 -1.82651 -1.00915 -0.7 0.6 0.4
C -2.81498 0.32793 0.79735 -1.5 -0.8 -1.0
O -2.17001 1.45528 0.26532 -1.0 2.5 0.7
S 3.15783 -0.53768 0.29365 1.3 1.4 -2.5
H 5.02705 -0.31408 1.93253 -0.9 0.7 -0.8
C -3.97018 -0.09303 -0.17253 -1.9 1.6 1.5
C -3.50880 -0.27596 -1.60246 -0.8 3.0 2.0
H 3.56292 1.45683 -1.33667 0.5 -0.2 -0.9
H 3.86940 1.19181 1.68256 1.0 -1.3 -0.3
C -0.43445 -0.26216 0.81208 -0.3 -1.4 -0.3
H -1.97164 -1.70273 0.90585 0.0 -0.3 -0.5
H -2.63748 -0.78583 -1.56703 2.9 -1.6 -0.3
H -3.39137 0.67200 -2.10548 0.2 0.2 -0.1
H 3.05897 -2.11838 -1.24806 -0.3 -0.8 -0.3
H -4.49015 -0.98129 0.23661 0.6 0.0 -0.2
C 3.84920 -1.71445 -0.65848 0.0 0.9 1.2
H -4.21947 -0.81213 -2.06501 -2.4 -2.0 -2.1
H 5.09030 0.78349 0.48766 0.7 0.2 -0.6
H 0.46166 -0.86639 0.76627 -0.5 -0.9 0.2
H -4.85424 0.70259 -0.07463 1.9 -1.3 -0.3
H -2.70325 2.27766 0.36888 0.4 -1.0 -0.1
H -0.12407 0.73860 0.87901 -0.3 1.4 -0.2
```
Forces are in eV/Å.

* lowest unoccupied orbital energy: 0.8 eV
* orbital gap: 0.30682 hartree

=====

Results for ΔE to the lowest compared entry with this formula, charge and spin: 373.7, 431.1, 542.9 (in kJ/mol, following the order of the records).
Results for E_tot: -406.4380, -482.0141, -804.9049 (in Eh, following the order of the records).